# 1
A cluster of 6 separate species, C36H85N in total in a non-equilibrium geometry. Source: the OMol25 dataset; level of theory: the ωB97M-V functional and the def2-TZVPD basis.

XYZ file:
```
122
Properties=species:S:1:pos:R:3
C 0.27422 3.73568 -2.51698
C -0.73678 3.24168 -1.38698
N -1.20978 4.37668 -0.59298
C -2.53978 4.27768 0.20702
C -2.65978 2.92568 0.95202
C -0.21778 4.94968 0.28202
C 0.03822 6.39668 -0.15998
H -0.37078 4.53968 -2.96898
H 0.68022 2.77368 -3.27398
H 1.08322 4.29068 -1.90198
H -0.23478 2.41068 -1.06598
H -1.62578 2.75168 -1.85198
H -3.37578 4.21568 -0.26898
H -2.52378 5.25568 0.77702
H -1.77478 3.14168 1.62502
H -2.76578 1.97368 0.61402
H -3.49978 3.01168 1.51702
H 0.65122 4.58768 0.00402
H -0.38678 5.05968 1.51302
H 0.65922 6.34868 -0.98198
H 0.34722 6.83468 0.67002
H -0.84178 7.07768 -0.58098
C -5.85578 0.39068 -4.80298
C -5.71678 1.35768 -3.70798
C -4.81178 1.07868 -2.54498
C -5.24178 -0.06932 -1.74398
C -4.37478 -0.44132 -0.65998
C -2.83778 -0.79232 -0.82598
H -4.86578 0.11268 -5.12898
H -6.57178 0.75068 -5.61198
H -6.44678 -0.46232 -4.50398
H -6.65178 1.62068 -3.39198
H -5.11478 2.29368 -4.03598
H -4.64678 1.84868 -1.83298
H -3.78478 0.88368 -3.04598
H -5.36978 -0.99932 -2.37998
H -6.26278 0.37468 -1.42798
H -4.94978 -1.10932 -0.18598
H -4.30478 0.51068 0.21602
H -2.46278 -0.77232 0.18202
H -2.39678 -0.01132 -1.48198
H -2.64678 -1.80232 -1.22598
C -0.92978 -1.47232 4.82502
C 0.25022 -2.19032 5.63502
C 1.60322 -1.64132 5.03102
C 1.98622 -2.51432 3.87802
C 3.31922 -1.91132 3.34302
C 3.64622 -2.50632 1.89902
H -1.97978 -1.87332 5.04102
H -0.94878 -1.70932 3.64102
H -0.88578 -0.42932 4.94202
H 0.00522 -3.28032 5.79002
H 0.19422 -1.66632 6.62302
H 2.30522 -1.78332 5.76602
H 1.54622 -0.62832 4.70402
H 1.27022 -2.38132 3.07002
H 2.13622 -3.60832 4.03802
H 4.17322 -2.15632 3.98202
H 3.33822 -0.86232 3.48702
H 2.97122 -2.27432 1.05102
H 3.92622 -3.42732 1.81502
H 4.56722 -2.12632 1.47002
C 4.61922 2.45668 2.32002
C 4.41822 2.14568 0.70102
C 4.15722 3.36668 -0.06498
C 4.17522 3.07768 -1.55798
C 5.59222 3.01368 -2.17598
C 5.46922 2.72468 -3.61898
H 3.77522 2.83368 2.98702
H 5.33822 3.27968 2.15902
H 4.87722 1.51868 2.74202
H 3.63922 1.31068 0.58802
H 5.35022 1.55368 0.42402
H 5.04422 4.15768 -0.00798
H 3.25422 3.80068 0.20502
H 3.75722 3.85368 -1.96998
H 3.58722 2.38668 -1.74398
H 6.18722 2.14068 -1.81498
H 6.11622 3.80468 -2.04598
H 4.79822 1.80368 -3.72198
H 6.44622 2.38568 -3.84198
H 5.20322 3.67968 -4.09498
C -4.37578 -6.50732 1.20402
C -4.34678 -5.44732 0.10302
C -2.82878 -5.28332 -0.51298
C -1.72878 -4.92932 0.39102
C -0.26178 -5.08432 -0.06098
C 0.86222 -4.75732 1.05802
H -5.39078 -6.68832 1.13702
H -4.01878 -6.25632 2.22802
H -3.87478 -7.44232 1.19402
H -4.49878 -4.40332 0.62102
H -5.08178 -5.62532 -0.69198
H -2.77078 -4.51632 -1.41798
H -2.66278 -6.13532 -0.93498
H -1.63178 -5.46432 1.27102
H -1.92978 -3.80632 0.76602
H -0.22778 -4.42032 -1.01498
H -0.07578 -5.95832 -0.40398
H 0.52622 -5.50732 1.94002
H 0.53122 -3.65832 1.26902
H 1.88522 -4.64832 0.42802
C 3.39922 -1.51232 -2.54898
C 2.02922 -0.98232 -2.91298
C 0.85722 -0.83832 -1.77498
C 1.27222 0.16268 -0.55098
C 0.29422 -0.06632 0.67902
C 0.61022 0.84768 1.94802
H 3.89422 -1.61332 -3.42598
H 3.43822 -2.25232 -2.11198
H 3.89722 -0.81032 -2.08698
H 1.70422 -1.41032 -3.80798
H 2.24622 0.04968 -3.30998
H 0.83822 -1.83032 -1.55998
H 0.03722 -0.51732 -2.14598
H 1.24522 1.13168 -0.78398
H 2.30422 -0.14432 -0.07798
H 0.40022 -1.22332 0.93702
H -0.64478 0.25368 0.59102
H -0.17478 0.88368 2.72102
H 0.65322 1.79868 1.62502
H 1.64422 0.82068 2.06002
```

Calculated values
F_max = 15.568 eV/A
SMILES = CCN(CC)CC.CCCCCC.CCCCCC.CCCCCC.CCCCCC.CCCCCC
E = -1476.671232 Eh
HOMO level = -8.16 eV

Löwdin atomic charge list, values in e, 99 entries:
1 C -0.0761
2 C -0.2692
3 N -0.1486
4 C -0.1567
5 C -0.0597
6 C -0.2803
7 C -0.0857
8 H 0.0697
9 H 0.1479
10 H 0.0589
11 H 0.0339
12 H 0.1188
13 H 0.0274
14 H 0.1390
15 H 0.0892
16 H 0.0078
17 H 0.0363
18 H 0.0230
19 H 0.1773
20 H 0.0303
21 H 0.0048
22 H 0.1290
23 C -0.1226
24 C -0.3095
25 C -0.2841
26 C -0.2964
27 C -0.2623
28 C -0.0729
29 H 0.0760
30 H 0.1011
31 H 0.0627
32 H 0.0736
33 H 0.1418
34 H 0.0995
35 H 0.1373
36 H 0.1429
37 H 0.1584
38 H 0.0459
39 H 0.1657
40 H 0.0420
41 H 0.0628
42 H 0.0655
43 C -0.1328
44 C -0.2110
45 C -0.2307
46 C -0.2322
47 C -0.2006
48 C -0.0815
49 H 0.0723
50 H 0.0959
51 H 0.0235
52 H 0.1142
53 H 0.0950
54 H 0.0793
55 H 0.1000
56 H 0.0711
57 H 0.1325
58 H 0.1031
59 H 0.0678
60 H 0.0600
61 H -0.0106
62 H 0.0610
63 C -0.0795
64 C -0.2459
65 C -0.2257
66 C -0.1981
67 C -0.2506
68 C -0.1133
69 H 0.0762
70 H 0.0592
71 H 0.0252
72 H 0.0893
73 H 0.1204
74 H 0.1617
75 H 0.0794
76 H 0.0587
77 H 0.0194
78 H 0.1248
79 H 0.0425
80 H 0.1047
81 H 0.0541
82 H 0.0910
83 C -0.1345
84 C -0.1948
85 C -0.2210
86 C -0.2728
87 C -0.2745
88 C -0.0910
89 H 0.0337
90 H 0.0860
91 H 0.0573
92 H 0.1268
93 H 0.0953
94 H 0.1419
95 H 0.0291
96 H 0.0660
97 H 0.1522
98 H 0.1254
99 H 0.0165

---

# 2
A structure of composition C55H44Br2CaF5N3O3Sb2. Source: the OMol25 dataset; level of theory: the ωB97M-V functional and the def2-TZVPD basis.

XYZ file:
```
115
Properties=species:S:1:pos:R:3
Ca 0.92569 1.39221 1.13333
C 3.19744 -1.73203 3.54796
C 2.91341 -0.86598 2.33058
O 1.67931 -0.60111 2.12777
C 3.99280 -0.46795 1.55759
C 3.93247 0.30196 0.34720
C 5.20578 0.57523 -0.41138
N 2.79529 0.73830 -0.08196
N 2.75397 1.47594 -1.26024
C 1.52451 1.51746 -1.70518
O 0.50083 0.91503 -1.18586
C 1.29089 2.31132 -2.95190
C -0.01240 2.51480 -3.39379
C -0.26030 3.23504 -4.55315
C 0.79437 3.75875 -5.28827
C 2.09886 3.56545 -4.84742
C 2.34553 2.85027 -3.68578
H 2.45515 -1.50753 4.31517
H 4.19796 -1.56104 3.94681
H 3.11071 -2.79071 3.28287
H 4.97698 -0.76633 1.89633
H 6.07357 0.21987 0.14256
H 5.29236 1.64654 -0.59527
H 5.17824 0.08769 -1.38878
H -0.81936 2.10133 -2.80084
H -1.28108 3.39221 -4.88291
H 0.60248 4.32115 -6.19492
H 2.92695 3.97696 -5.41363
H 3.35286 2.69126 -3.32485
C -0.05838 -3.13245 1.47639
C 0.26496 -3.56046 0.04791
C 0.90550 -2.45784 -0.80803
Sb -0.46450 -1.46090 -2.14034
C -0.96694 -3.34227 -3.16385
C -2.28788 -3.53247 -3.56700
C -2.69162 -4.68710 -4.23038
C -1.76913 -5.68749 -4.49845
C -0.44680 -5.52109 -4.10181
C -0.05661 -4.36140 -3.44565
C 0.99936 -0.96183 -3.62337
C 2.35236 -0.85917 -3.31359
C 3.27276 -0.47806 -4.28273
C 2.85138 -0.19204 -5.57245
C 1.50266 -0.28429 -5.89168
C 0.58777 -0.66582 -4.92135
Sb -1.30716 -1.38632 1.63364
C -1.66145 -1.53040 3.74797
C -0.93795 -2.38617 4.57506
C -1.14782 -2.39286 5.94866
C -2.08640 -1.54297 6.51516
C -2.80989 -0.68111 5.70251
C -2.59092 -0.67367 4.33322
C -3.06680 -2.50429 1.07026
C -3.69844 -2.29557 -0.15398
C -4.78589 -3.07360 -0.53690
C -5.26226 -4.06775 0.30397
C -4.64580 -4.28455 1.53036
C -3.55599 -3.50951 1.90516
H 0.84896 -2.86598 2.01785
H -0.57181 -3.94353 2.00069
H -0.63712 -3.95988 -0.43040
H 0.95601 -4.40934 0.10226
H 1.66851 -2.88230 -1.46367
H 1.39696 -1.69760 -0.19286
H -3.02515 -2.76339 -3.35242
H -3.72659 -4.80591 -4.53113
H -2.07557 -6.59158 -5.01138
H 0.28202 -6.29707 -4.30729
H 0.98332 -4.24876 -3.15530
H 2.69687 -1.02467 -2.29945
H 4.31727 -0.37227 -4.01412
H 3.56632 0.12948 -6.32060
H 1.16127 -0.03817 -6.89035
H -0.46604 -0.71620 -5.17869
H -0.18276 -3.03977 4.15612
H -0.56303 -3.05220 6.57931
H -2.23754 -1.53511 7.58760
H -3.52606 0.00471 6.13830
H -3.14008 0.02861 3.71432
H -3.33145 -1.53146 -0.82802
H -5.25554 -2.90283 -1.49875
H -6.10854 -4.67486 0.00487
H -5.01165 -5.05921 2.19419
H -3.08514 -3.68381 2.86794
C -3.48173 1.28706 -0.30157
C -3.15688 2.74506 -0.13068
C -4.14212 3.73846 -0.31615
C -3.80831 5.05388 -0.17009
C -2.48014 5.41158 0.14186
C -2.00449 6.73510 0.28494
Br -3.19424 8.21822 0.09054
C -0.68533 6.98098 0.55445
C 0.22430 5.93514 0.69867
Br 2.03992 6.33616 1.06061
C -0.13637 4.57921 0.58740
O 0.65364 3.60894 0.69367
C -1.55795 4.34718 0.30704
N -1.92197 3.05134 0.18794
H -4.27665 1.13838 -1.03527
H -3.81234 0.84288 0.64145
H -2.58341 0.76113 -0.62656
H -5.15281 3.44667 -0.57643
H -4.54756 5.83267 -0.30675
H -0.33277 7.99862 0.65581
F 3.89600 2.96623 2.48945
C 3.25454 2.50247 3.59932
C 1.93428 2.12891 3.52860
C 1.41570 1.64848 4.70292
F 0.11223 1.21827 4.74769
C 2.11859 1.54549 5.89037
F 1.55841 1.06886 7.02861
C 3.44225 1.94046 5.90638
F 4.16392 1.85816 7.04678
C 4.02191 2.42461 4.74937
F 5.32254 2.79985 4.77981
```

Calculated values
Net charge = -2
F_max = 0.438 eV/A
E = -9317.873471 Eh
HOMO level = -2.10 eV

Löwdin atomic charge list, values in e, 99 entries:
1 Ca 1.3021
2 C -0.0352
3 C -0.5067
4 O -0.2844
5 C -0.0502
6 C -0.3564
7 C -0.0412
8 N -0.1007
9 N 0.0731
10 C -0.5372
11 O -0.3322
12 C -0.1373
13 C -0.0281
14 C -0.0954
15 C -0.1181
16 C -0.1018
17 C -0.0352
18 H 0.0698
19 H 0.0677
20 H 0.0685
21 H 0.0818
22 H 0.0617
23 H 0.0743
24 H 0.0609
25 H 0.1052
26 H 0.0919
27 H 0.0854
28 H 0.0899
29 H 0.1055
30 C -0.3759
31 C -0.3613
32 C -0.3813
33 Sb 1.4946
34 C -0.3700
35 C -0.1580
36 C -0.1124
37 C -0.1201
38 C -0.1063
39 C -0.1252
40 C -0.3698
41 C -0.1281
42 C -0.0916
43 C -0.1093
44 C -0.1033
45 C -0.1382
46 Sb 1.5043
47 C -0.3887
48 C -0.1248
49 C -0.0940
50 C -0.1032
51 C -0.0979
52 C -0.1428
53 C -0.3652
54 C -0.1554
55 C -0.1013
56 C -0.1114
57 C -0.1022
58 C -0.1285
59 H 0.0330
60 H 0.0529
61 H 0.0802
62 H 0.1008
63 H 0.0398
64 H 0.0357
65 H 0.0737
66 H 0.0902
67 H 0.0879
68 H 0.0915
69 H 0.0936
70 H 0.0870
71 H 0.0963
72 H 0.0922
73 H 0.0927
74 H 0.0932
75 H 0.0853
76 H 0.0954
77 H 0.0924
78 H 0.0963
79 H 0.0938
80 H 0.0389
81 H 0.0953
82 H 0.0908
83 H 0.0929
84 H 0.0900
85 C -0.0583
86 C -0.3303
87 C -0.0353
88 C -0.0506
89 C -0.2077
90 C -0.6474
91 Br 0.6710
92 C -0.2041
93 C -0.6130
94 Br 0.7248
95 C -0.4382
96 O -0.2183
97 C -0.1226
98 N 0.1796
99 H 0.0753

---

# 3
A cluster of 10 separate species, H22O11 in total in a non-equilibrium geometry. Source: the OMol25 dataset; level of theory: the ωB97M-V functional and the def2-TZVPD basis.

XYZ file:
```
33
Properties=species:S:1:pos:R:3
H -0.04616 0.51819 -0.25642
H 0.69355 0.82062 0.90897
H -1.66331 -0.76022 1.96626
H -0.30170 -0.42458 1.60067
H 2.94862 -2.82066 2.81710
H 2.54000 -1.50960 3.18386
H 2.91704 2.25128 -0.84540
H 2.20122 1.07415 -0.40185
H -2.51696 -1.66250 -1.36820
H -2.93997 -0.84605 -0.25519
H 2.58462 0.47256 -3.16547
H 1.64038 -0.34367 -2.10100
H 2.72784 1.51557 1.53213
H 4.19191 1.73607 2.22934
H -2.74820 2.59831 -3.91185
H -1.71996 1.47680 -4.06431
H 0.31667 -1.73951 -1.21239
H -0.61547 -1.00259 -0.36776
H -2.83337 3.66403 0.74804
H -3.30178 2.22960 1.29688
H -1.91815 -4.30345 1.19637
H -1.47820 -3.43270 0.18176
O 0.32880 1.28336 0.20757
O -0.77642 -0.53330 2.34947
O 3.08916 -1.95709 2.56039
O 2.42599 1.57057 -1.26386
O -2.85950 -1.71928 -0.45081
O 1.94502 0.55476 -2.46034
O 3.70652 1.81075 1.42655
O -2.68018 1.67957 -3.75986
O -0.35430 -1.90838 -0.46193
O -3.64699 3.10973 1.04234
O -1.85670 -3.40232 1.09891
```

Calculated values
F_max = 13.412 eV/A
E = -840.514994 Eh
HOMO level = -7.84 eV

Just the natural (NBO) charges please, in e? Sure, here they are:
1 H 0.4334
2 H 0.4426
3 H 0.4792
4 H 0.4261
5 H 0.4629
6 H 0.4625
7 H 0.4301
8 H 0.4479
9 H 0.4644
10 H 0.4476
11 H 0.4773
12 H 0.4189
13 H 0.4622
14 H 0.4813
15 H 0.4675
16 H 0.4712
17 H 0.4601
18 H 0.4322
19 H 0.4773
20 H 0.4694
21 H 0.4488
22 H 0.4750
23 O -0.8641
24 O -0.9079
25 O -0.9250
26 O -0.9034
27 O -0.9077
28 O -0.8751
29 O -0.9458
30 O -0.9385
31 O -0.8984
32 O -0.9461
33 O -0.9260

---

# 4
A structure of composition C34H31GeIrN2O5. Source: the OMol25 dataset; level of theory: the ωB97M-V functional and the def2-TZVPD basis.

XYZ file:
```
74
Properties=species:S:1:pos:R:3
Ir 3.01481 0.83148 -1.03616
O 9.30183 0.42360 1.69654
C 9.19419 0.74396 0.33624
C 7.74029 0.76014 -0.02495
C 7.31553 1.11013 -1.30506
C 5.97075 1.12824 -1.59431
N 5.04709 0.79432 -0.67602
C 5.44222 0.44629 0.56834
C 6.77250 0.42115 0.92028
C 4.32028 0.13175 1.45605
C 4.40504 -0.30288 2.75628
C 3.24102 -0.55511 3.48519
C 3.31838 -1.02010 4.90670
O 2.01758 -1.25710 5.36176
C 2.00949 -0.36207 2.86037
C 1.96495 0.06251 1.55419
N 3.10625 0.29561 0.86965
H 10.22639 0.42907 1.96778
H 9.69381 0.00761 -0.30654
H 9.61991 1.72681 0.10028
H 8.02382 1.37755 -2.07853
H 5.60732 1.39678 -2.57781
H 7.08675 0.15149 1.91820
H 5.37748 -0.44713 3.20914
H 3.83043 -0.24051 5.48737
H 3.94906 -1.91791 4.94022
H 2.03341 -1.57463 6.27138
H 1.09138 -0.55675 3.39551
H 1.03181 0.19331 1.02163
O -0.57286 -0.19188 -0.65899
C -0.04737 0.41285 -1.54715
O 1.32176 0.33759 -1.68479
C -0.74517 1.26713 -2.56116
C -2.22013 0.90108 -2.76865
Ge -3.17105 -0.12090 -1.37664
C -5.12212 0.24178 -1.78562
C -5.56808 1.57324 -2.03170
C -6.84818 1.79321 -2.45882
C -7.74366 0.71040 -2.54624
C -7.34265 -0.60058 -2.21481
C -6.06513 -0.82053 -1.77568
C -2.99230 -2.03594 -1.40931
C -3.29677 -2.72330 -2.58571
C -3.18636 -4.10520 -2.63962
C -2.77259 -4.80926 -1.51671
C -2.46058 -4.13382 -0.34527
C -2.55825 -2.74965 -0.29370
C -3.46911 0.71535 0.34472
C -3.03282 2.01353 0.61559
C -3.32064 2.60420 1.83020
C -4.06716 1.90683 2.78514
C -4.51778 0.62432 2.52237
C -4.23486 0.03039 1.30133
H -0.18484 1.23512 -3.49550
H -0.64706 2.29254 -2.18617
H -2.30557 0.27046 -3.65598
H -2.79495 1.80124 -2.98048
H -4.88038 2.40483 -1.94269
H -7.18295 2.78749 -2.72232
H -8.76905 0.89655 -2.84171
H -8.05103 -1.41596 -2.27626
H -5.75440 -1.81180 -1.46964
H -3.63409 -2.18819 -3.46822
H -3.42679 -4.63230 -3.55311
H -2.69607 -5.88757 -1.55522
H -2.14332 -4.68640 0.52918
H -2.30074 -2.22929 0.62172
H -2.47472 2.57282 -0.12869
H -2.98473 3.61153 2.03644
H -4.30527 2.37533 3.73027
H -5.09494 0.09086 3.26490
H -4.60020 -0.96964 1.09712
O 3.30303 3.77934 -0.79670
C 3.20818 2.66457 -0.88941
```

Calculated values
Net charge = +3
F_max = 0.673 eV/A
Spin multiplicity = 2
E = -3980.188580 Eh
Expectation value of S² = 0.7688
HOMO level (alpha / beta) = -15.42 / -15.43 eV

Just the Löwdin charges please, in e? Sure, here they are:
1 Ir 1.5650
2 O -0.0303
3 C -0.1833
4 C -0.1101
5 C 0.0509
6 C -0.0618
7 N -0.1057
8 C -0.1668
9 C 0.1029
10 C -0.1549
11 C 0.0944
12 C -0.1039
13 C -0.1877
14 O -0.0248
15 C 0.0687
16 C -0.0214
17 N -0.0681
18 H 0.1230
19 H 0.1553
20 H 0.1535
21 H 0.1489
22 H 0.1336
23 H 0.1338
24 H 0.1483
25 H 0.1557
26 H 0.1541
27 H 0.1237
28 H 0.1413
29 H 0.1112
30 O 0.1013
31 C -0.5103
32 O -0.2557
33 C -0.1386
34 C -0.2061
35 Ge 1.0088
36 C -0.1407
37 C -0.0467
38 C -0.0211
39 C 0.0385
40 C -0.0116
41 C -0.0412
42 C -0.3064
43 C -0.1140
44 C -0.0597
45 C -0.0558
46 C -0.0638
47 C -0.1105
48 C -0.2724
49 C -0.1059
50 C -0.0595
51 C -0.0437
52 C -0.0513
53 C -0.0807
54 H 0.1297
55 H 0.1349
56 H 0.0862
57 H 0.0734
58 H 0.1125
59 H 0.1282
60 H 0.1339
61 H 0.1300
62 H 0.1158
63 H 0.1079
64 H 0.1162
65 H 0.1169
66 H 0.1119
67 H 0.0987
68 H 0.1000
69 H 0.1132
70 H 0.1186
71 H 0.1192
72 H 0.1082
73 O 0.2634
74 C -0.2171